Computed, not measured: a cluster of 6 separate species, C39H42N6O11PS in total at a distorted geometry, with ωB97M-V/def2-TZVPD.

Geometry as XYZ:
```
100
Properties=species:S:1:pos:R:3:mulliken_charge:R:1
C 4.93 -0.21 2.14 -0.517
C 3.97 -0.18 1.19 -0.320
C 3.87 -1.02 -0.03 -0.070
C 2.40 -0.93 -0.49 -0.281
C 2.07 -1.93 -1.61 -0.779
C 2.35 -1.41 -3.03 0.065
C 3.02 -2.39 -4.01 -0.975
N 3.14 -3.78 -3.55 -0.114
C 4.39 -4.35 -3.55 0.752
C 4.38 -5.86 -3.36 -1.254
O 5.44 -3.75 -3.63 -0.590
P 4.96 -0.28 -1.21 0.269
S 4.53 1.52 -1.95 -0.590
H 5.96 -0.37 1.86 0.061
H 4.71 -0.08 3.19 0.081
H 3.18 0.56 1.29 0.296
H 2.08 0.08 -0.77 0.484
H 1.81 -1.25 0.37 -0.059
H 0.99 -2.12 -1.54 0.204
H 2.58 -2.85 -1.37 0.376
H 2.95 -0.51 -2.99 0.109
H 1.40 -1.09 -3.45 0.051
H 2.41 -2.41 -4.92 0.359
H 3.97 -1.99 -4.33 0.351
H 2.49 -4.38 -4.01 0.273
H 3.76 -6.35 -4.11 0.345
H 3.96 -6.07 -2.39 0.293
H 5.40 -6.20 -3.38 0.324
H 6.19 -0.17 -0.53 0.015
H 5.24 -1.17 -2.26 -0.105
C -3.05 -0.58 -6.06 -0.424
C -3.17 0.80 -6.04 -0.420
C -2.72 1.52 -4.96 -0.490
C -2.14 0.85 -3.90 -0.169
C -2.01 -0.52 -3.89 -0.051
C -2.47 -1.24 -4.98 -0.629
N -1.63 1.63 -2.75 1.124
O -1.78 2.83 -2.78 -0.634
O -1.09 1.01 -1.86 -0.579
H -3.40 -1.15 -6.91 0.381
H -3.63 1.31 -6.88 0.393
H -2.81 2.60 -4.94 0.504
H -1.55 -1.04 -3.06 0.577
H -2.37 -2.32 -4.99 0.404
C -1.45 -3.12 4.51 -0.611
C -1.30 -2.51 3.27 -0.561
C -0.39 -1.48 3.10 -0.203
C 0.36 -1.08 4.19 0.003
C 0.23 -1.67 5.43 -0.447
C -0.69 -2.69 5.59 -0.413
N 1.35 0.00 4.00 1.051
O 1.40 0.50 2.90 -0.560
O 2.04 0.31 4.95 -0.603
H -2.16 -3.93 4.63 0.411
H -1.89 -2.84 2.43 0.521
H -0.27 -1.01 2.14 0.593
H 0.83 -1.33 6.26 0.481
H -0.80 -3.17 6.56 0.365
C -7.82 -0.85 2.88 -0.427
C -7.66 -0.26 1.63 -0.441
C -6.48 -0.42 0.93 -0.331
C -5.47 -1.17 1.49 0.057
C -5.60 -1.76 2.74 -0.311
C -6.78 -1.59 3.43 -0.479
N -4.22 -1.36 0.74 0.966
O -4.11 -0.82 -0.34 -0.571
O -3.36 -2.06 1.25 -0.618
H -8.74 -0.72 3.42 0.374
H -8.47 0.32 1.20 0.369
H -6.35 0.03 -0.05 0.490
H -4.79 -2.34 3.16 0.486
H -6.90 -2.04 4.41 0.376
C 5.52 1.23 5.49 -0.552
C 6.81 0.81 5.23 -0.393
C 7.62 0.37 6.26 -0.334
C 7.12 0.34 7.55 0.154
C 5.83 0.76 7.83 -0.379
C 5.03 1.20 6.79 -0.437
N 7.97 -0.15 8.64 1.001
O 9.10 -0.49 8.37 -0.614
O 7.49 -0.19 9.76 -0.621
H 4.88 1.57 4.69 0.554
H 7.18 0.83 4.21 0.359
H 8.63 0.04 6.06 0.436
H 5.45 0.73 8.84 0.427
H 4.02 1.53 7.00 0.392
C -4.54 7.41 -3.86 -0.440
C -4.87 7.62 -5.19 -0.372
C -5.61 6.68 -5.88 -0.379
C -6.02 5.54 -5.22 0.062
C -5.70 5.31 -3.89 -0.286
C -4.95 6.25 -3.21 -0.453
N -6.83 4.54 -5.94 1.035
O -7.08 4.76 -7.11 -0.612
O -7.20 3.56 -5.33 -0.604
H -3.96 8.15 -3.32 0.377
H -4.55 8.53 -5.69 0.370
H -5.87 6.84 -6.91 0.442
H -6.02 4.41 -3.39 0.474
H -4.69 6.09 -2.18 0.386
```

As for the net charge: -1. For the total energy, the calculation gives -3406.54529 a.u. Its gap between HOMO and LUMO is 3.268 eV. Its highest occupied orbital energy is -2.66 eV.

Computed, not measured: a structure of composition C39H43AsN2OPtS2 at a distorted geometry, with ωB97M-V/def2-TZVPD.

Geometry as XYZ:
```
89
Properties=species:S:1:pos:R:3:mulliken_charge:R:1
Pt -0.60 0.77 0.00 0.353
S -4.73 1.79 1.78 -0.166
C -3.05 1.54 1.66 -0.256
N -2.62 1.10 0.52 1.045
C -3.66 0.92 -0.39 -0.409
C -3.55 0.45 -1.69 -0.685
C -4.70 0.33 -2.44 -0.743
C -5.96 0.68 -1.91 -0.622
C -6.08 1.14 -0.62 -0.599
C -4.91 1.26 0.14 0.918
H -2.40 1.74 2.50 0.310
H -2.58 0.20 -2.11 0.496
H -4.65 -0.03 -3.46 0.479
H -6.84 0.57 -2.52 0.454
H -7.04 1.41 -0.20 0.478
C 0.22 -1.10 6.11 -0.578
C 0.15 -2.35 5.51 -0.781
C -0.02 -2.45 4.13 -0.250
C -0.11 -1.29 3.36 0.317
C -0.05 -0.04 3.97 0.008
C 0.12 0.05 5.35 -1.050
As -0.33 -1.37 1.45 0.775
C 1.35 -2.09 0.81 0.457
C 2.53 -2.09 1.55 -0.852
C 3.75 -2.42 0.96 -1.046
C 3.81 -2.70 -0.39 -0.664
C 2.65 -2.63 -1.17 -0.577
C 1.42 -2.40 -0.54 -0.727
C -1.55 -2.84 1.13 0.393
C -2.90 -2.54 1.01 -0.354
C -3.82 -3.56 0.81 -0.725
C -3.38 -4.88 0.72 -0.539
C -2.03 -5.17 0.83 -0.798
C -1.11 -4.16 1.04 -0.044
H 0.35 -1.02 7.18 0.410
H 0.22 -3.24 6.11 0.442
H -0.09 -3.43 3.67 0.429
H -0.13 0.86 3.37 0.399
H 0.16 1.03 5.82 0.447
H 2.50 -1.84 2.61 0.615
H 4.64 -2.48 1.57 0.474
H 4.76 -2.95 -0.86 0.492
H 2.65 -3.02 -2.18 0.534
H 0.51 -2.43 -1.13 0.747
H -3.25 -1.52 1.08 0.249
H -4.87 -3.33 0.72 0.450
H -4.10 -5.67 0.56 0.418
H -1.69 -6.20 0.77 0.428
H -0.06 -4.40 1.13 0.485
C -2.98 4.01 -2.56 -0.881
S -1.74 3.80 -1.29 0.514
C -0.70 5.18 -1.70 -1.009
O -0.95 2.56 -1.69 -0.456
H -3.50 4.95 -2.41 0.478
H -3.68 3.18 -2.46 0.128
H -2.49 3.98 -3.54 0.333
H -1.26 6.11 -1.55 0.448
H -0.37 5.09 -2.73 0.335
H 0.15 5.16 -1.02 0.279
C 0.45 -0.88 -3.28 -1.773
C 1.83 -0.23 -3.38 0.106
C 1.69 1.24 -3.82 -1.518
C 2.76 -0.22 -2.18 0.306
C 4.14 -0.40 -2.49 -0.607
C 5.17 0.10 -1.70 -1.368
C 4.84 0.86 -0.61 -0.933
C 3.50 1.13 -0.23 1.050
C 3.26 2.08 0.91 0.016
C 2.45 3.31 0.45 -1.432
C 2.62 1.41 2.13 -1.103
C 2.45 0.54 -0.98 0.569
N 1.20 0.66 -0.58 0.658
H -0.07 -0.70 -4.22 0.589
H -0.15 -0.45 -2.48 0.200
H 0.52 -1.96 -3.15 0.353
H 2.37 -0.77 -4.16 0.706
H 1.05 1.78 -3.13 0.190
H 1.23 1.27 -4.81 0.532
H 2.65 1.75 -3.88 0.352
H 4.38 -0.95 -3.39 0.494
H 6.20 -0.08 -1.98 0.445
H 5.63 1.30 0.00 0.472
H 4.24 2.44 1.22 0.822
H 1.43 3.03 0.18 -0.079
H 2.92 3.79 -0.41 0.433
H 2.41 4.03 1.27 0.533
H 1.62 1.04 1.90 -0.192
H 2.54 2.13 2.94 0.610
H 3.23 0.57 2.48 0.364
```

As for the net charge: +2. For the total energy, the calculation gives -4847.47947 a.u. Its gap between HOMO and LUMO (spin up / spin down) is 7.578 / 4.192 eV. Its highest occupied orbital energy (spin up / spin down) is -12.73 / -13.22 eV. As for the spin multiplicity: 5.

Computed, not measured: a structure of composition C39H43BClN7O4P2Ru at a distorted geometry, with ωB97M-V/def2-TZVPD.

Geometry as XYZ:
```
98
Properties=species:S:1:pos:R:3:mulliken_charge:R:1
Ru -0.51 0.11 -0.65 0.724
C 1.43 1.65 2.37 0.226
C 0.83 2.52 1.33 0.116
C 0.92 3.91 1.25 -1.426
C 0.14 4.27 0.16 1.034
C -0.10 5.64 -0.35 -1.522
N -0.38 3.15 -0.37 0.610
N 0.04 2.08 0.33 0.586
B -1.43 3.06 -1.49 -0.610
N -2.60 2.19 -0.99 -0.006
N -2.47 0.90 -0.63 0.561
C -3.69 0.42 -0.34 0.068
C -4.00 -0.97 0.07 -1.258
C -4.62 1.44 -0.52 -1.946
C -3.89 2.55 -0.94 1.287
C -4.41 3.90 -1.28 -1.413
N -0.85 2.44 -2.76 0.647
N -0.57 1.12 -2.89 0.234
C -0.27 0.89 -4.17 0.770
C 0.04 -0.39 -4.86 -1.414
C -0.32 2.10 -4.87 -1.605
C -0.71 3.06 -3.96 0.920
C -0.93 4.49 -4.23 -1.260
H 1.30 2.11 3.35 0.748
H 0.93 0.68 2.36 -1.246
H 3.05 1.14 1.07 -0.243
H 1.47 4.56 1.89 0.701
H 0.44 6.36 0.26 0.405
H 0.26 5.74 -1.38 0.192
H -1.16 5.88 -0.34 0.254
H -1.82 4.15 -1.74 -0.106
H -3.10 -1.51 0.36 -0.123
H -4.70 -0.97 0.91 0.459
H -4.47 -1.49 -0.76 0.289
H -5.67 1.37 -0.38 0.551
H -5.48 3.92 -1.11 0.375
H -3.94 4.67 -0.68 0.283
H -4.22 4.12 -2.33 0.276
H -0.60 -1.20 -4.52 0.229
H -0.13 -0.25 -5.93 0.453
H 1.08 -0.67 -4.69 0.182
H -0.12 2.24 -5.91 0.504
H -0.65 4.70 -5.26 0.359
H -1.97 4.76 -4.10 0.247
H -0.33 5.12 -3.57 0.177
N 0.80 -1.93 1.27 0.133
P -0.93 -2.00 1.01 1.060
C -1.57 -1.93 2.72 1.092
C -1.26 -0.83 3.51 -0.504
C -1.78 -0.70 4.79 -0.763
C -2.65 -1.67 5.27 -0.623
C -2.98 -2.76 4.49 -0.835
C -2.45 -2.89 3.21 -0.719
C -1.17 -3.77 0.63 0.740
C -0.43 -4.72 1.32 -0.504
C -0.47 -6.05 0.94 -1.075
C -1.27 -6.44 -0.13 -0.572
C -2.06 -5.51 -0.77 -0.690
C -2.02 -4.18 -0.39 -0.304
P 1.54 -0.82 0.23 -0.955
C 2.95 1.39 2.15 1.875
C 3.37 0.21 2.96 -0.503
C 4.39 0.26 3.85 -0.662
C 5.12 1.44 4.05 -0.683
C 4.78 2.59 3.34 -0.632
C 3.77 2.60 2.44 -0.873
C 2.96 -1.59 -0.53 1.813
C 3.31 -2.93 -0.39 -0.501
C 4.37 -3.43 -1.11 -0.800
C 5.10 -2.61 -1.97 -0.578
C 4.75 -1.27 -2.10 -0.757
C 3.70 -0.76 -1.38 -0.834
H 1.26 -2.82 1.43 0.428
H -0.61 -0.06 3.11 0.275
H -1.52 0.15 5.39 0.468
H -3.09 -1.56 6.25 0.404
H -3.66 -3.51 4.86 0.439
H -2.72 -3.74 2.60 0.426
H 0.18 -4.44 2.17 0.552
H 0.12 -6.79 1.46 0.438
H -1.26 -7.47 -0.46 0.419
H -2.69 -5.81 -1.60 0.460
H -2.62 -3.45 -0.91 0.281
H 2.82 -0.71 2.79 0.292
H 4.66 -0.62 4.42 0.437
H 5.94 1.46 4.76 0.407
H 5.35 3.50 3.52 0.430
H 3.51 3.49 1.89 0.565
H 2.72 -3.60 0.23 0.279
H 4.62 -4.48 -1.03 0.451
H 5.91 -3.02 -2.55 0.416
H 5.30 -0.64 -2.79 0.429
H 3.41 0.28 -1.49 0.414
O 0.64 -3.18 -1.20 -0.384
Cl 0.15 -2.39 -2.26 1.529
O 0.07 -3.12 -3.45 -0.741
O 1.00 -1.25 -2.40 -0.227
O -1.16 -1.89 -1.91 -0.522
```

As for the net charge: +1. For the total energy, the calculation gives -3458.36469 a.u. Its gap between HOMO and LUMO (spin up / spin down) is 4.919 / 6.626 eV. Its highest occupied orbital energy (spin up / spin down) is -9.13 / -11.20 eV. As for the spin multiplicity: 6.

Computed, not measured: a structure of composition C39H43ClMnP2Si2 at a distorted geometry, with ωB97M-V/def2-TZVPD.

Geometry as XYZ:
```
88
Properties=species:S:1:pos:R:3:mulliken_charge:R:1
C -1.65 -0.86 4.29 -0.569
C -2.43 -0.59 3.11 -0.905
C -2.09 -1.57 2.13 -0.844
H -3.22 0.15 3.02 0.776
C -1.06 -2.42 2.67 -0.654
C -0.82 -1.99 4.03 -0.963
H -0.20 -2.51 4.75 0.748
H -1.77 -0.35 5.24 0.624
H -2.56 -1.66 1.15 0.872
H -0.63 -3.28 2.16 0.574
Mn -0.33 -0.46 2.61 0.294
Si 0.55 -0.37 -3.58 1.063
C 0.53 1.22 -4.54 0.450
C 1.66 1.51 -5.33 -0.597
H 2.58 0.94 -5.21 0.357
C 1.56 2.50 -6.33 -0.545
H 2.41 2.67 -7.00 0.377
C 0.39 3.25 -6.47 -0.502
H 0.32 4.01 -7.26 0.353
C -0.68 3.04 -5.59 -0.637
H -1.57 3.68 -5.65 0.381
C -0.63 2.00 -4.66 -0.304
H -1.50 1.78 -4.03 0.551
C 0.87 -1.72 -4.83 0.421
C 0.13 -1.69 -6.03 -0.464
H -0.51 -0.83 -6.25 0.301
C 0.18 -2.77 -6.93 -0.597
H -0.45 -2.77 -7.82 0.363
C 1.02 -3.87 -6.67 -0.442
H 1.04 -4.71 -7.36 0.363
C 1.82 -3.85 -5.51 -0.485
H 2.50 -4.69 -5.34 0.360
C 1.74 -2.80 -4.59 -0.346
H 2.34 -2.80 -3.67 0.323
H -0.85 -0.47 -3.16 -0.207
Si -0.07 -0.05 0.35 0.134
C -0.61 -1.58 -0.63 1.719
C -1.85 -1.60 -1.29 -0.303
H -2.33 -0.65 -1.56 0.244
C -2.44 -2.81 -1.68 -0.683
H -3.41 -2.80 -2.18 0.401
C -1.78 -4.02 -1.41 -0.750
H -2.29 -4.97 -1.60 0.375
C -0.48 -4.00 -0.88 -0.642
H 0.07 -4.93 -0.75 0.438
C 0.12 -2.78 -0.53 -0.882
H 1.15 -2.75 -0.20 0.406
C -1.20 1.36 -0.24 0.753
C -2.51 1.53 0.23 -0.074
H -2.92 0.88 1.01 0.255
C -3.33 2.55 -0.27 -0.623
H -4.34 2.68 0.13 0.419
C -2.87 3.39 -1.29 -0.783
H -3.51 4.17 -1.71 0.346
C -1.56 3.24 -1.75 -0.905
H -1.16 3.89 -2.54 0.549
C -0.73 2.25 -1.22 -0.832
H 0.29 2.16 -1.61 0.543
H 1.45 -0.44 -2.39 -0.328
Cl 1.87 0.60 -0.08 -0.551
C -1.75 2.41 3.95 -1.795
P -0.23 1.65 3.35 1.369
C 0.58 2.93 2.36 -1.422
C 0.76 1.43 4.92 -0.188
C 0.62 2.20 6.07 -0.695
C 1.28 1.84 7.25 -0.703
C 2.07 0.68 7.29 -0.691
C 2.22 -0.10 6.13 -0.912
C 1.56 0.28 4.96 0.629
P 1.80 -0.58 3.32 1.457
C 3.28 0.32 2.79 -1.472
C 2.45 -2.21 3.72 -1.796
H -2.50 2.43 3.15 0.307
H -1.54 3.44 4.26 0.570
H -2.12 1.86 4.82 0.413
H 1.03 3.68 3.02 0.469
H 1.35 2.53 1.69 0.293
H -0.18 3.42 1.73 0.420
H -0.01 3.09 6.06 0.380
H 1.19 2.46 8.13 0.389
H 2.58 0.38 8.20 0.410
H 2.82 -1.01 6.14 0.352
H 4.07 0.09 3.51 0.565
H 3.57 0.01 1.78 0.429
H 3.11 1.41 2.80 0.283
H 3.53 -2.14 3.90 0.483
H 1.95 -2.63 4.60 0.479
H 2.26 -2.88 2.87 0.259
```

As for the net charge: 0. For the total energy, the calculation gives -4384.74701 a.u. Its gap between HOMO and LUMO (spin up / spin down) is 5.216 / 7.575 eV. Its highest occupied orbital energy (spin up / spin down) is -4.71 / -7.39 eV. As for the spin multiplicity: 6.

Computed, not measured: a structure of composition C39H44As4Cl3CoN3OS2, with ωB97M-V/def2-TZVPD.

Geometry as XYZ:
```
97
Properties=species:S:1:pos:R:3:mulliken_charge:R:1
Co 1.57 -0.28 0.27 0.817
C 1.43 2.99 -1.28 -1.376
As 1.39 2.20 0.50 1.431
C 3.15 2.73 1.17 -1.211
C 0.34 3.64 1.36 -2.400
C -0.64 3.35 2.49 3.314
C -0.11 2.21 3.36 -1.633
C -2.03 2.98 1.96 -1.733
As -2.10 1.77 0.40 0.689
C -2.02 0.05 1.35 -0.093
C -4.06 1.84 0.25 -1.027
C -0.78 4.59 3.39 -2.302
As -1.16 6.46 2.81 0.298
C 0.53 6.96 1.94 -1.021
C -2.23 6.32 1.17 -1.086
H 1.63 4.06 -1.21 0.464
H 0.46 2.82 -1.75 0.235
H 2.21 2.52 -1.88 0.391
H 3.32 3.80 1.01 0.456
H 3.92 2.15 0.68 0.331
H 3.19 2.51 2.24 0.288
H -0.16 4.15 0.53 0.222
H 1.12 4.31 1.72 0.798
H -0.06 1.27 2.81 -0.294
H -0.76 2.05 4.23 0.541
H 0.89 2.44 3.74 0.368
H -2.54 3.88 1.61 0.052
H -2.64 2.56 2.77 0.623
H -2.58 0.10 2.28 0.819
H -0.98 -0.21 1.56 -0.761
H -2.44 -0.72 0.71 0.059
H -4.53 1.64 1.21 0.348
H -4.39 1.09 -0.47 0.145
H -4.36 2.82 -0.11 0.416
H 0.15 4.72 3.96 0.560
H -1.55 4.38 4.14 0.531
H 1.36 6.74 2.61 0.312
H 0.51 8.03 1.76 0.418
H 0.68 6.45 0.99 0.184
H -3.24 5.98 1.39 0.328
H -1.78 5.67 0.41 0.229
H -2.29 7.33 0.76 0.400
S 1.71 -0.61 2.47 -0.570
C 1.81 -2.35 2.63 1.059
C 1.67 -2.95 3.88 -1.084
C 1.69 -4.34 4.02 0.627
C 1.52 -4.92 5.32 -0.201
N 1.37 -5.37 6.37 -0.542
C 1.87 -5.14 2.88 0.498
C 2.02 -4.55 1.64 -0.947
C 1.99 -3.16 1.50 -0.279
S 2.16 -2.43 -0.07 -0.126
C 1.87 -6.57 2.98 -0.255
N 1.88 -7.72 3.03 -0.550
H 1.53 -2.33 4.75 0.516
H 2.14 -5.17 0.76 0.540
O -0.12 -0.37 -0.89 1.873
As -0.55 -1.66 -1.85 0.290
C -1.13 -3.17 -0.84 0.426
C -1.74 -4.25 -1.46 -0.400
C -2.16 -5.33 -0.70 -0.749
C -1.99 -5.31 0.68 -0.810
C -1.40 -4.21 1.30 -1.074
C -0.97 -3.13 0.54 -0.228
C -2.08 -1.13 -2.89 0.183
C -2.00 -0.88 -4.25 -0.255
C -3.13 -0.46 -4.94 -0.760
C -4.33 -0.29 -4.27 -0.554
C -4.41 -0.55 -2.91 -0.976
C -3.28 -0.97 -2.22 -0.446
C 0.82 -2.09 -3.12 0.188
C 1.21 -3.40 -3.38 -0.409
C 2.20 -3.65 -4.31 -0.699
C 2.82 -2.60 -4.97 -0.636
C 2.45 -1.29 -4.69 -0.760
C 1.45 -1.03 -3.77 -0.676
H -1.90 -4.26 -2.53 0.462
H -2.63 -6.18 -1.17 0.437
H -2.31 -6.15 1.28 0.433
H -1.27 -4.20 2.38 0.532
H -0.50 -2.28 1.01 0.487
H -1.06 -1.02 -4.78 0.348
H -3.07 -0.27 -6.01 0.412
H -5.21 0.03 -4.81 0.395
H -5.35 -0.43 -2.39 0.469
H -3.35 -1.18 -1.16 0.570
H 0.74 -4.22 -2.84 0.437
H 2.51 -4.67 -4.51 0.419
H 3.60 -2.80 -5.69 0.437
H 2.93 -0.47 -5.20 0.464
H 1.16 -0.01 -3.54 0.548
Cl 5.85 -1.44 -2.68 -0.073
C 5.43 0.20 -2.17 0.664
Cl 6.57 0.79 -0.96 -0.096
Cl 5.39 1.29 -3.57 -0.103
C 4.10 0.17 -1.58 -0.350
N 3.05 0.15 -1.12 -0.241
```

As for the net charge: 0. For the total energy, the calculation gives -14254.79703 a.u. Its gap between HOMO and LUMO (spin up / spin down) is 6.986 / 7.248 eV. Its highest occupied orbital energy (spin up / spin down) is -7.21 / -7.44 eV. As for the spin multiplicity: 2.

The highest net charge belongs to which entry? C39H43AsN2OPtS2

Among the records above, which one has the highest total energy? C39H42N6O11PS

What is the formula in the fourth record? C39H43ClMnP2Si2

Look up the total energy of the first one. -3406.54529 a.u.